(1)
{"formula": "C24H51BIO2", "method": "the ωB97M-V functional and the def2-TZVPD basis", "elements": ["C", "C", "C", "C", "C", "C", "C", "C", "C", "C", "C", "C", "C", "B", "C", "C", "C", "I", "H", "H", "H", "H", "H", "H", "H", "H", "H", "H", "H", "H", "H", "H", "H", "H", "H", "H", "H", "H", "H", "H", "H", "H", "H", "H", "H", "H", "H", "H", "H", "H", "H", "H", "H", "C", "C", "C", "O", "C", "H", "H", "H", "H", "H", "H", "H", "H", "C", "C", "C", "O", "C", "H", "H", "H", "H", "H", "H", "H", "H"], "positions_angstrom": [[-1.55046, 0.75953, -1.28785], [-2.33083, -0.23767, -2.14585], [-2.46303, -1.64897, -1.55794], [-2.66576, -1.72613, -0.05004], [-2.22526, -3.04739, 0.58317], [-0.79594, -3.48733, 0.28829], [0.27587, -2.38942, 0.39816], [1.09290, -2.13787, -0.87895], [2.50773, -1.59288, -0.60658], [2.77895, -0.17115, -1.12285], [2.64467, 0.94581, -0.07878], [1.56500, 0.70298, 0.96588], [1.26244, 1.90011, 1.87889], [0.89485, 1.48820, 3.44066], [-0.73879, 1.37799, 3.67718], [-1.52076, 0.56278, 2.62680], [-2.01747, -0.81626, 3.01681], [-0.59295, -2.11285, 3.96361], [-0.71292, 0.30187, -0.76278], [-2.19503, 1.18237, -0.51504], [-1.19568, 1.59915, -1.88151], [-1.81320, -0.33069, -3.10326], [-3.29655, 0.19141, -2.39595], [-1.61209, -2.24954, -1.87688], [-3.33557, -2.10996, -2.02922], [-3.72960, -1.62144, 0.17509], [-2.16909, -0.91140, 0.47448], [-2.91527, -3.83569, 0.27165], [-2.33546, -2.94339, 1.66540], [-0.75389, -3.92004, -0.71462], [-0.52968, -4.29645, 0.96737], [-0.16195, -1.45183, 0.74054], [0.98298, -2.67519, 1.17604], [0.56241, -1.44107, -1.53194], [1.16001, -3.07860, -1.42938], [3.22538, -2.25972, -1.08776], [2.70468, -1.65895, 0.46141], [2.12192, 0.04584, -1.96723], [3.79348, -0.14831, -1.52670], [3.59731, 1.14583, 0.41233], [2.37800, 1.86476, -0.60881], [0.66436, 0.38237, 0.42810], [1.83785, -0.13933, 1.60571], [0.45824, 2.48905, 1.41757], [2.14522, 2.54934, 1.88011], [1.34844, 2.34844, 4.21385], [1.43881, 0.41926, 3.73259], [-0.98677, 0.98219, 4.66869], [-1.13637, 2.39748, 3.64367], [-2.44544, 1.10028, 2.37966], [-0.96579, 0.47551, 1.69149], [-2.33099, -1.37123, 2.13604], [-2.86063, -0.77098, 3.69867], [-5.48714, 2.72857, -5.12803], [-5.60867, 1.70165, -6.25210], [-4.60500, 0.64489, -5.80744], [-4.60109, 0.67159, -4.38108], [-5.29208, 1.83019, -3.91351], [-6.35358, 3.38147, -5.03245], [-4.60429, 3.35239, -5.28229], [-6.61707, 1.28215, -6.27217], [-5.38658, 2.10290, -7.24008], [-3.59726, 0.87824, -6.16823], [-4.86590, -0.36047, -6.14048], [-6.25378, 1.52222, -3.48835], [-4.70079, 2.29824, -3.12541], [5.86175, -0.04209, 3.78403], [6.81529, 1.14372, 3.65707], [7.15579, 1.10317, 2.17219], [6.00679, 0.58748, 1.51041], [5.09000, 0.04637, 2.47572], [5.20768, 0.01077, 4.65235], [6.42750, -0.97656, 3.83393], [6.29275, 2.07084, 3.90048], [7.69778, 1.07018, 4.29297], [8.00834, 0.43850, 1.98086], [7.38837, 2.08734, 1.76062], [4.23055, 0.71595, 2.57014], [4.73239, -0.92051, 2.12085]], "forces_ev_per_a": [[-0.42, -0.04, 0.21], [0.51, 0.16, -0.09], [-0.44, 0.12, -0.18], [-0.02, -0.28, -0.03], [-0.13, -0.09, 0.03], [0.16, 0.10, -0.34], [0.16, -0.11, -0.04], [-0.13, 0.04, 0.26], [0.03, -0.12, -0.43], [0.34, 0.00, 0.23], [-0.34, 0.15, -0.17], [-0.08, 0.02, 0.00], [0.08, -0.30, 0.14], [-0.10, 0.14, 0.13], [0.11, -0.10, -0.22], [-0.04, 0.05, 0.25], [-0.17, 0.17, -0.13], [0.00, -0.03, 0.17], [0.05, 0.06, -0.26], [0.03, 0.00, 0.10], [0.16, 0.02, -0.08], [-0.05, -0.05, -0.13], [-0.19, -0.08, 0.08], [0.17, 0.05, 0.17], [0.05, -0.17, -0.11], [-0.10, 0.23, 0.03], [0.06, 0.09, -0.41], [-0.02, -0.12, 0.00], [-0.08, -0.42, -0.17], [0.00, -0.03, -0.08], [-0.10, -0.12, 0.07], [0.04, -0.07, 0.06], [-0.03, 0.03, 0.11], [-0.06, -0.02, -0.07], [0.04, -0.08, -0.04], [0.05, -0.09, -0.01], [0.13, 0.08, 0.07], [-0.15, -0.10, -0.05], [0.06, 0.09, -0.07], [0.10, -0.07, 0.03], [0.12, 0.14, -0.01], [0.14, 0.08, 0.18], [0.06, -0.07, -0.02], [-0.02, 0.18, -0.02], [0.08, 0.07, -0.02], [-0.11, 0.00, 0.02], [0.13, -0.03, -0.09], [0.00, 0.04, 0.11], [-0.05, 0.09, 0.08], [-0.10, -0.03, -0.19], [0.13, 0.08, 0.02], [0.05, 0.31, 0.68], [0.07, 0.01, 0.26], [0.04, 0.01, -0.02], [-0.04, -0.01, 0.01], [0.04, 0.03, 0.03], [-0.11, 0.02, -0.11], [-0.01, -0.03, 0.02], [-0.02, -0.01, -0.01], [0.00, 0.00, 0.01], [0.00, 0.00, 0.00], [0.01, 0.01, 0.00], [-0.01, 0.00, -0.03], [0.01, -0.02, 0.02], [-0.01, 0.03, 0.00], [0.01, -0.03, 0.01], [0.04, -0.05, 0.01], [-0.02, 0.03, 0.02], [-0.03, -0.04, -0.01], [0.04, -0.06, 0.00], [-0.12, 0.11, 0.04], [-0.03, 0.03, -0.01], [0.00, 0.01, -0.01], [-0.01, 0.00, -0.01], [0.01, -0.01, 0.00], [0.02, 0.02, 0.02], [0.00, 0.00, -0.02], [-0.03, -0.04, 0.03], [0.01, 0.01, -0.05]], "homo_energy_ev": -4.601, "total_charge": -1, "e_tot_ha": -1418.041133, "homo_lumo_gap_ev": 6.963}



(2)
{"formula": "C8H13MnO5", "method": "the ωB97M-V functional and the def2-TZVPD basis", "elements": ["O", "C", "C", "O", "C", "C", "H", "H", "H", "H", "H", "H", "O", "C", "C", "O", "C", "C", "O", "Mn", "H", "H", "H", "H", "H", "H", "H"], "positions_angstrom": [[2.10258, 0.26113, -3.20979], [1.49911, -0.00822, -2.16158], [-0.00858, 0.15418, -2.13370], [-0.61857, -0.84071, -1.31103], [-1.76701, -1.43063, -1.81278], [-2.12331, -2.65744, -1.45891], [2.99386, -0.78688, 0.16805], [-0.40867, 0.08611, -3.15369], [-0.24981, 1.16058, -1.75904], [-3.05777, -3.06610, -1.83967], [-2.34281, -0.79366, -2.48722], [-1.51572, -3.26684, -0.78811], [1.33684, -1.20155, 1.08278], [2.20176, -0.12063, 0.99795], [1.49923, 0.95927, 1.73970], [0.30658, 1.21544, 1.08182], [-0.71304, 1.96537, 1.76321], [-2.04935, 1.45338, 1.22883], [-2.12662, 0.07053, 1.32041], [-0.48134, -0.68761, 0.72407], [2.85100, 0.58895, 0.41718], [2.00928, 1.81586, 2.18784], [-0.56329, 3.03889, 1.57664], [-0.62410, 1.76365, 2.84142], [-2.16186, 1.81112, 0.18177], [-2.84349, 1.95994, 1.81170], [2.02055, 0.35115, -1.25068]], "forces_ev_per_a": [[-1.21, -1.60, 1.46], [1.25, 4.03, -1.98], [-0.31, -0.63, -0.87], [-0.30, -0.13, -0.93], [-0.40, -0.38, -0.22], [0.05, 0.24, -0.05], [0.63, 0.21, 3.04], [0.23, -0.11, 0.19], [0.26, -0.22, 0.16], [0.28, 0.13, 0.15], [0.15, -0.18, 0.21], [-0.15, 0.17, -0.21], [0.55, -0.15, -2.19], [-0.07, -1.94, 1.06], [2.31, 0.40, 2.14], [-0.05, 0.90, -0.86], [-0.07, 0.39, 0.50], [-0.11, 0.24, 0.11], [-0.35, 0.28, 0.01], [-0.69, -0.99, 1.14], [-1.78, 1.13, -2.75], [-0.22, 0.00, -0.23], [-0.01, -0.21, 0.02], [-0.03, 0.00, -0.27], [0.01, -0.05, 0.15], [0.15, -0.16, -0.14], [-0.09, -1.36, 0.37]], "s2": 12.082, "homo_energy_ev": [-6.304, -7.696], "spin_multiplicity": 7, "e_tot_ha": -1839.461270, "homo_lumo_gap_ev": [6.072, 7.515]}



Asked for molar mass across the records above, the calculation gives 509.39 244.13 g mol⁻¹ in order.